139
Properties=species:S:1:pos:R:3:forces:R:3 method="wB97M-V/def2-TZVPD" charge=0 e_lumo_ha="0.0061 / -0.0043" max_force_ev_per_a=0.92 gap_ev="6.81 / 6.82" spin_multiplicity=4
Ge 2.766767 -1.189482 2.951731 -0.06 0.08 -0.05
V -1.114332 0.894462 -0.367794 0.84 -0.36 0.08
S -2.414046 -1.002636 2.026153 -0.07 -0.06 0.02
P 0.949913 1.413445 -2.099831 -0.17 -0.04 0.09
P -2.489967 -1.105811 -1.461612 0.06 0.09 -0.08
O 0.185122 2.338297 0.569758 0.02 0.16 -0.01
O 0.427458 0.207429 0.969750 -0.06 0.02 -0.04
O -0.102224 -1.046951 -3.446688 -0.01 0.03 -0.02
N -2.350968 1.768080 1.168543 -0.05 0.29 0.03
N -2.115281 1.653371 2.496095 -0.06 -0.04 -0.08
N -2.390201 2.158466 -1.456476 -0.24 0.18 -0.09
N -1.521627 0.243606 4.170565 -0.11 -0.01 -0.01
C 1.693465 -2.475342 3.960819 0.03 -0.02 -0.01
C 4.269809 -2.071332 0.595511 0.03 0.01 -0.02
C 1.641038 -1.218185 -5.204311 -0.01 0.01 -0.02
C -2.823229 -5.035337 0.922804 0.00 -0.01 0.00
C 0.022157 -4.286040 5.288419 0.00 0.00 -0.01
C -1.547048 -3.359390 -0.221808 -0.04 -0.04 0.01
C -0.030021 4.326912 -4.864697 0.02 -0.02 -0.01
C -0.463433 -3.550685 4.214203 0.00 -0.02 0.03
C -1.939336 -3.778162 -5.174067 -0.01 -0.01 0.00
C 0.389863 3.125229 -4.304156 -0.02 0.03 0.00
C 2.163987 -3.214086 5.043989 0.00 0.01 0.02
C 1.673662 0.479478 -3.499154 0.01 0.01 -0.07
C 2.994689 -1.917046 1.135729 0.02 -0.03 -0.01
C 4.582635 -1.081737 3.681642 0.01 0.02 0.05
C -2.948632 2.842699 0.777554 -0.21 0.15 -0.16
C 2.897054 3.227622 -1.051008 0.06 0.01 0.01
C 0.728551 1.404938 1.234560 0.05 -0.31 -0.02
C 4.476542 1.171698 -0.076114 0.04 0.00 -0.01
C -2.533931 2.229096 -2.780655 0.05 0.03 0.02
C 1.907056 -2.322640 0.359162 0.01 0.11 -0.02
C 1.862379 0.534587 3.313925 -0.01 -0.02 0.12
C 0.366912 -2.650342 3.562379 0.00 -0.02 -0.06
C 6.457250 0.240010 4.471735 0.01 -0.01 0.00
C -0.361136 5.397845 -4.051272 -0.02 0.02 0.01
C 0.467088 2.979666 -2.922976 0.06 0.03 -0.01
C 2.831164 -0.724161 -5.718209 -0.01 0.00 0.00
C 4.864030 2.489069 0.121726 0.00 0.03 0.00
C 5.160544 0.151058 3.979407 0.02 0.03 -0.01
C -0.902528 -2.924941 -4.836840 0.00 0.03 0.00
C -1.056799 -1.963703 -3.835770 0.05 -0.03 0.06
C -6.049525 0.617231 -0.511694 -0.01 0.01 0.00
C -2.245238 -1.949163 -3.091443 -0.08 -0.05 -0.02
C 4.071500 3.515860 -0.368690 -0.01 -0.03 -0.01
C 4.457121 -2.540251 -0.701519 -0.01 0.03 0.04
C 7.200171 -0.912423 4.679332 -0.01 0.00 -0.01
C -5.991404 0.539257 -2.908599 0.02 -0.01 -0.01
C -3.282236 3.202123 -3.408332 0.05 0.01 -0.01
C 2.498676 1.908629 -1.245058 0.01 -0.05 0.03
C -3.549351 3.847031 1.707942 0.06 0.02 0.06
C -2.709037 -2.647128 -0.502339 -0.01 -0.01 -0.04
C 3.361310 -2.876563 -1.479926 -0.05 -0.01 0.00
C -3.266798 -2.828401 -3.457442 0.00 0.00 -0.02
C -0.282559 5.262652 -2.669929 -0.07 -0.01 -0.03
C -1.995320 0.397116 2.904436 -0.04 -0.13 0.23
C -2.501413 1.876532 5.766448 -0.03 0.00 0.01
C -3.984917 -4.332320 0.642423 0.00 0.00 0.00
C 2.084097 -2.783111 -0.937413 0.03 0.00 -0.07
C -3.770895 4.087939 -1.242303 -0.03 -0.06 -0.05
C -4.769437 -0.119378 -2.856591 0.02 0.01 0.01
C -1.252792 1.342442 5.076764 0.04 0.01 -0.02
C -4.826406 -0.031616 -0.454488 -0.02 0.03 -0.04
C -4.177077 -0.414729 -1.632333 -0.01 -0.01 0.10
C -3.148143 -3.716785 -4.506781 0.00 0.00 -0.01
C 1.710099 1.696171 2.335095 0.03 0.01 -0.03
C -3.038157 3.044743 -0.676135 -0.11 0.05 0.07
C 1.050492 -0.635233 -4.082864 0.02 -0.03 0.06
C 5.351397 -2.229407 3.886502 0.00 -0.03 -0.03
C -3.893385 4.162860 -2.616669 0.02 0.04 0.00
C -6.635059 0.907021 -1.737945 -0.01 0.00 0.02
C 1.334755 -4.112951 5.705055 -0.01 0.00 0.00
C 0.115028 4.061677 -2.108019 -0.13 -0.03 -0.02
C 3.300695 0.881247 -0.752595 0.00 0.02 0.05
C -3.931759 -3.142004 -0.071611 -0.02 -0.02 0.02
C -1.598583 -4.548016 0.484724 0.00 0.01 0.02
C 2.871609 0.946363 -4.036787 0.00 0.00 0.00
C 3.465354 0.355545 -5.136189 0.00 0.00 -0.01
C 6.644215 -2.150250 4.383835 0.02 0.01 0.02
H -3.360936 3.211671 -4.485836 -0.01 0.01 0.00
H -1.487140 -3.660570 3.874644 0.00 0.00 0.01
H 5.140238 -1.804641 1.184342 0.00 0.00 0.00
H -0.591261 -2.973852 -0.548953 0.01 0.05 -0.02
H 3.345455 1.804459 -3.577632 0.00 0.00 0.00
H -6.542662 0.901979 0.409601 -0.01 0.00 0.00
H -4.845715 -2.593972 -0.265815 0.03 -0.03 -0.01
H -0.678337 6.336087 -4.488972 0.00 0.00 0.00
H 0.909295 -2.237659 0.760310 -0.11 0.05 0.02
H -2.012337 1.468348 -3.351721 0.01 -0.01 0.00
H 3.183430 -3.086917 5.390026 0.01 0.01 -0.01
H -4.359901 -0.239040 0.504954 0.00 0.03 -0.02
H -1.620973 -0.684310 4.547578 0.06 -0.02 -0.01
H 4.598273 1.066153 3.824182 -0.01 -0.02 0.00
H 3.256056 -1.208078 -6.588382 0.00 0.00 0.00
H 2.300380 4.043876 -1.431696 0.11 -0.04 0.03
H 5.459104 -2.627423 -1.103580 0.00 0.00 0.00
H 1.210776 -2.048584 -5.720477 -0.01 0.01 -0.01
H -2.869309 -5.958046 1.487032 0.00 0.00 0.01
H 3.009296 -0.151325 -0.900411 -0.01 -0.03 0.01
H -0.682992 -5.079378 0.711917 0.00 0.00 0.00
H 4.366218 4.547756 -0.225497 0.00 0.00 0.00
H -7.589305 1.417105 -1.779327 0.00 0.00 0.00
H -4.277179 -0.393181 -3.781196 0.01 -0.01 0.00
H -4.941260 -4.701690 0.990512 0.01 -0.01 0.00
H 0.660458 2.303669 -4.955016 0.00 -0.02 0.00
H 8.208459 -0.847982 5.068322 0.00 0.00 0.00
H -0.542786 6.094169 -2.026719 0.00 0.00 0.00
H -3.206984 2.251066 5.024889 0.01 -0.01 -0.01
H -6.436876 0.764260 -3.869660 0.00 0.00 0.00
H 2.653790 1.996580 1.870175 0.01 -0.03 -0.04
H 5.779044 2.712189 0.656016 0.00 0.00 0.00
H -2.249548 2.690609 6.448993 0.01 0.00 -0.01
H -4.466995 4.962401 -3.067965 0.00 0.00 0.00
H -3.604734 3.424385 2.706387 0.01 0.00 0.00
H 3.495276 -3.214984 -2.500501 0.01 -0.01 0.01
H 5.087704 0.364618 0.303190 0.00 0.01 -0.01
H -2.936099 4.751501 1.756607 0.00 0.00 -0.01
H -3.964285 -4.378915 -4.761368 0.00 0.00 0.00
H 4.940686 -3.204444 3.644630 -0.01 0.01 0.00
H 1.715762 -4.676981 6.547805 0.00 0.00 0.00
H -4.178315 -2.830440 -2.874135 -0.01 0.01 0.02
H 7.220160 -3.054126 4.539081 0.00 0.00 0.00
H 6.884977 1.209732 4.694496 0.00 0.00 0.00
H 2.361782 0.893814 4.220695 0.02 -0.01 -0.04
H -2.993702 1.090530 6.341962 0.01 0.00 0.00
H -0.621475 -4.988914 5.803375 0.00 0.00 0.00
H -0.053725 -2.075812 2.741198 0.00 0.02 0.04
H 1.224837 -3.056584 -1.541450 0.06 -0.02 0.01
H -4.549372 4.135673 1.382640 -0.02 -0.01 0.01
H 0.863927 0.228870 3.637420 0.03 -0.01 -0.06
H -1.778614 -4.506725 -5.958228 0.00 0.00 0.00
H -0.774311 2.137245 4.504152 0.00 0.00 0.00
H 0.163273 3.955492 -1.030275 -0.09 -0.03 -0.01
H -4.251086 4.818038 -0.609225 0.00 0.00 0.00
H 1.331275 2.582917 2.850560 0.03 0.00 0.03
H 0.024771 -3.070694 -5.347359 0.01 -0.01 0.00
H -0.086496 4.423136 -5.941818 0.00 0.00 0.00
H 4.397342 0.736903 -5.530279 0.00 0.00 0.00
H -0.528759 0.988239 5.814199 -0.01 -0.01 0.01